{"formula": "C2H12O3", "method": "ωB97M-V/def2-TZVPD", "e_tot_ev": -8410.88884, "charge": 0, "multiplicity": 1, "e_homo_ev": -11.35, "homo_lumo_gap_ev": 11.66, "relative_energy_kj_mol": 41.3, "smiles": "CC.O.O.O", "species": ["C", "C", "H", "H", "H", "H", "H", "H", "O", "H", "H", "O", "H", "H", "O", "H", "H"], "xyz": [[1.402, -0.163, -1.236], [2.244, -0.526, 0.008], [0.375, -0.490, -1.088], [1.475, 0.901, -1.439], [1.728, -0.705, -2.122], [2.288, 0.303, 0.698], [3.240, -0.853, -0.278], [1.780, -1.376, 0.509], [-1.492, -3.262, -0.045], [-2.243, -2.692, 0.185], [-0.740, -2.700, 0.143], [-2.132, 1.757, 2.571], [-1.359, 2.158, 2.942], [-1.922, 1.714, 1.613], [-1.273, 1.994, -0.603], [-1.521, 1.217, -1.118], [-1.852, 2.723, -0.737]], "forces_ev_per_a": [[0.42, -0.39, 0.27], [-0.48, -0.51, -0.73], [-0.24, 0.43, 0.04], [-0.30, 0.05, -0.12], [0.20, 0.00, -0.03], [0.13, 0.15, 0.24], [0.17, 0.24, 0.11], [0.09, 0.00, 0.21], [-0.46, 0.36, 0.07], [0.14, -0.35, -0.09], [0.33, 0.01, 0.03], [-0.43, -0.36, -1.26], [0.67, 0.36, 0.45], [-0.17, 0.00, 0.67], [1.14, -1.03, 0.75], [-0.28, 0.53, -0.08], [-0.92, 0.52, -0.55]]}

***

{"formula": "C2H12O3S", "method": "ωB97M-V/def2-TZVPD", "e_tot_ev": -19245.45019, "charge": 0, "multiplicity": 1, "e_homo_ev": -8.27, "homo_lumo_gap_ev": 8.50, "relative_energy_kj_mol": 124.2, "smiles": "CSC.O.O.O", "species": ["C", "S", "C", "H", "H", "H", "H", "H", "H", "O", "H", "H", "O", "H", "H", "O", "H", "H"], "xyz": [[-0.409, -1.182, -0.629], [0.548, -1.164, -2.229], [2.284, -0.817, -1.684], [-0.492, -0.234, -0.087], [-0.193, -2.002, 0.021], [-1.442, -1.352, -1.071], [2.790, -0.874, -2.605], [2.321, 0.240, -1.457], [2.454, -1.443, -0.826], [0.956, 0.839, 1.871], [0.339, 1.386, 1.567], [1.857, 1.026, 1.472], [-2.211, -0.028, 1.240], [-3.181, -0.151, 1.128], [-2.085, -0.336, 2.166], [-0.906, 2.240, 0.522], [-1.451, 1.622, 0.968], [-1.180, 2.229, -0.365]], "forces_ev_per_a": [[-1.47, 0.61, -2.21], [0.01, 0.07, 1.29], [-2.64, 0.99, 0.18], [0.69, -0.39, -0.43], [0.43, -0.47, 0.31], [1.03, 0.04, 0.74], [1.34, -0.95, -0.70], [0.07, 0.21, 0.61], [0.86, -0.29, -0.15], [5.99, -4.07, 2.07], [-3.37, 3.97, -2.56], [-2.16, -0.04, 0.63], [-1.56, -0.59, 1.43], [0.91, 0.21, -0.11], [0.20, 0.28, -0.83], [1.38, 1.60, 1.02], [-1.24, -1.15, 0.55], [-0.47, -0.04, -1.84]]}

***

{"formula": "C2H12O3S", "method": "ωB97M-V/def2-TZVPD", "e_tot_ev": -19245.67434, "charge": 0, "multiplicity": 1, "e_homo_ev": -8.89, "homo_lumo_gap_ev": 9.14, "relative_energy_kj_mol": 102.5, "smiles": "CCS.O.O.O", "species": ["C", "C", "S", "H", "H", "H", "H", "H", "H", "O", "H", "H", "O", "H", "H", "O", "H", "H"], "xyz": [[-0.253, 1.967, -0.012], [-0.092, 0.778, 0.974], [0.847, 1.029, 2.542], [-0.569, 2.955, 0.425], [0.651, 2.242, -0.535], [-0.986, 1.687, -0.815], [0.163, -0.204, 0.533], [-1.139, 0.723, 1.293], [1.882, 1.339, 1.811], [-0.525, -2.120, -2.999], [-0.378, -2.778, -2.308], [-1.445, -1.855, -2.931], [-2.904, 0.676, 2.069], [-3.380, -0.139, 1.851], [-2.893, 0.557, 3.028], [2.451, -2.619, -4.172], [1.533, -2.826, -3.912], [2.342, -1.807, -4.678]], "forces_ev_per_a": [[0.20, 0.39, -0.44], [-1.81, 0.54, 0.22], [-0.86, -0.05, -0.88], [-0.05, -1.31, 0.12], [0.55, -0.19, -0.23], [0.49, 0.18, 0.80], [0.16, 0.79, -0.08], [0.61, -0.67, 0.28], [1.24, 0.32, 0.00], [0.27, -0.16, 0.02], [-0.17, 0.17, -0.03], [-0.05, -0.06, 0.04], [-0.90, -0.79, 0.68], [0.05, 0.23, -0.56], [0.31, 0.56, 0.11], [-0.74, -0.13, 0.13], [0.58, 0.16, -0.16], [0.11, 0.02, 0.00]]}

***

{"formula": "C2H12O3S", "method": "ωB97M-V/def2-TZVPD", "e_tot_ev": -19237.30984, "charge": 1, "multiplicity": 2, "e_homo_ev": [-13.93, -13.93], "homo_lumo_gap_ev": [10.30, 5.36], "relative_energy_kj_mol": 59.5, "s2": 0.753, "species": ["C", "S", "C", "H", "H", "H", "H", "H", "H", "H", "H", "O", "H", "H", "O", "H", "H", "O"], "xyz": [[0.578, -2.026, -0.218], [2.264, -1.341, -0.435], [2.058, 0.368, 0.127], [0.526, -2.260, 0.864], [0.584, -2.897, -0.872], [-0.292, -1.383, -0.349], [2.752, 0.988, -0.439], [1.079, 0.688, -0.164], [2.229, 0.503, 1.180], [-0.710, 0.275, 2.934], [-0.804, 0.972, 1.587], [-0.643, 0.113, 1.995], [-0.304, 2.312, -1.738], [-0.215, 0.668, -1.656], [-0.758, 1.456, -1.664], [-2.569, 1.079, -0.844], [-2.739, 0.228, 0.307], [-3.038, 0.255, -0.617]], "forces_ev_per_a": [[0.98, -0.10, 0.41], [-1.45, 0.66, 0.57], [0.50, -0.19, -1.18], [0.18, -0.34, -0.35], [-0.28, -0.13, 0.32], [0.33, 0.47, -0.47], [0.38, -0.19, 0.09], [-0.67, 0.05, 0.26], [0.03, -0.28, 0.55], [-0.11, 0.00, 0.47], [-0.07, -0.01, 0.11], [0.21, 0.05, -0.67], [0.35, -0.89, -0.16], [0.38, 0.48, -0.43], [-0.67, 0.69, 0.38], [-0.39, -0.35, -0.76], [-0.60, -0.63, -0.03], [0.91, 0.70, 0.88]]}

***

{"formula": "C2H12O3S2", "method": "ωB97M-V/def2-TZVPD", "e_tot_ev": -30081.43082, "charge": 0, "multiplicity": 1, "e_homo_ev": -9.10, "homo_lumo_gap_ev": 9.47, "relative_energy_kj_mol": 77.1, "smiles": "CSSC.O.O.O", "species": ["C", "S", "S", "C", "H", "H", "H", "H", "H", "H", "O", "H", "H", "O", "H", "H", "O", "H", "H"], "xyz": [[0.750, 1.755, -0.967], [-0.750, 0.958, -1.551], [-0.332, -1.039, -1.300], [0.943, -1.208, -2.620], [1.291, 1.179, -0.219], [1.405, 1.881, -1.831], [0.532, 2.738, -0.564], [1.697, -0.463, -2.418], [1.090, -2.287, -2.633], [0.414, -0.991, -3.547], [2.348, 0.321, 3.828], [1.670, 0.171, 3.160], [1.850, 0.724, 4.530], [0.086, -0.106, 1.961], [-0.174, -0.831, 2.553], [-0.321, -0.303, 1.105], [-4.350, -0.888, -0.123], [-4.773, -0.781, 0.723], [-3.377, -0.831, -0.087]], "forces_ev_per_a": [[0.77, 0.03, -0.38], [-0.60, -0.22, 0.34], [0.27, 0.53, -0.44], [-2.11, -0.32, 0.18], [-0.26, -0.11, 0.12], [0.09, 0.12, 0.14], [-0.24, 0.06, 0.05], [0.71, -0.60, -0.07], [1.13, 0.22, 0.10], [0.16, 0.24, -0.07], [0.14, -0.29, -0.31], [0.08, 0.02, -0.42], [-0.16, 0.36, 0.65], [-0.21, -0.27, 0.44], [0.00, 0.25, -0.40], [0.23, -0.05, 0.09], [0.46, -0.19, -1.11], [0.43, 0.12, 0.55], [-0.89, 0.08, 0.53]]}

***

{"formula": "C2H12O3S2", "method": "ωB97M-V/def2-TZVPD", "e_tot_ev": -30081.31091, "charge": 0, "multiplicity": 1, "e_homo_ev": -8.44, "homo_lumo_gap_ev": 9.04, "relative_energy_kj_mol": 88.6, "smiles": "CSSC.O.O.O", "species": ["C", "S", "S", "C", "H", "H", "H", "H", "H", "H", "O", "H", "H", "O", "H", "H", "O", "H", "H"], "xyz": [[0.822, -0.005, 1.796], [1.731, 0.754, 0.403], [0.720, -0.076, -1.141], [0.858, -1.881, -1.078], [-0.196, -0.252, 1.505], [1.390, -0.946, 1.997], [0.724, 0.717, 2.653], [0.214, -2.410, -0.367], [0.708, -2.129, -2.114], [1.864, -2.249, -0.892], [-1.432, -1.691, 0.801], [-2.140, -0.891, 0.528], [-1.989, -2.460, 0.972], [-2.973, 0.248, -0.283], [-3.033, -0.039, -1.219], [-2.320, 0.974, -0.293], [-1.038, 2.129, 0.044], [-0.727, 2.787, 0.718], [-0.244, 1.884, -0.488]], "forces_ev_per_a": [[0.34, 0.24, 0.58], [0.13, -0.31, 0.51], [-0.06, -0.56, -0.59], [0.87, -0.32, 0.31], [0.29, -0.02, -0.15], [-0.70, 0.86, 0.45], [0.63, -0.84, -0.66], [-0.24, 0.67, -0.48], [-0.59, -0.40, -0.39], [0.43, 0.47, 0.13], [-2.57, 1.96, -0.53], [2.04, -2.49, 0.49], [-0.01, 0.17, 0.04], [-0.17, -0.26, -0.93], [0.03, 0.19, 0.88], [0.00, 0.15, 0.24], [0.82, 1.09, 0.32], [-0.42, -1.00, -1.04], [-0.82, 0.40, 0.82]]}

***

{"formula": "C2H12O3S2", "method": "ωB97M-V/def2-TZVPD", "e_tot_ev": -30071.95076, "charge": 1, "multiplicity": 2, "e_homo_ev": [-13.70, -13.70], "homo_lumo_gap_ev": [8.26, 5.51], "relative_energy_kj_mol": 201.2, "s2": 0.755, "species": ["C", "S", "S", "C", "H", "H", "H", "H", "H", "H", "H", "H", "O", "H", "H", "O", "H", "H", "O"], "xyz": [[-1.134, 0.607, -0.311], [-1.819, -0.866, -1.063], [-1.700, -2.155, 0.618], [-1.303, -3.449, -0.572], [-1.682, 0.863, 0.567], [-0.019, 0.421, -0.138], [-1.492, 1.459, -0.929], [-1.675, -4.204, 0.155], [-2.050, -3.606, -1.392], [-0.220, -3.560, -0.700], [2.286, 3.647, -2.752], [2.240, 2.181, -3.062], [2.746, 2.791, -2.485], [2.716, 2.393, 1.018], [1.704, 1.650, 1.854], [1.879, 2.459, 1.341], [-0.496, 0.363, 3.002], [-0.234, -0.902, 2.392], [0.254, -0.093, 2.456]], "forces_ev_per_a": [[0.25, 0.73, -1.09], [0.44, -0.30, 2.70], [-0.06, 2.09, -3.62], [-1.62, -2.46, 2.18], [-0.06, -0.41, 1.21], [-1.60, 0.79, -0.30], [1.18, -0.46, -0.27], [0.88, -0.88, -0.86], [1.08, 0.75, 0.32], [-0.53, 0.20, -0.44], [1.16, -1.32, 0.78], [0.68, 0.13, 0.49], [-1.83, 1.18, -1.27], [3.73, -0.29, -1.43], [0.26, 0.45, -0.26], [-4.08, -0.28, 1.65], [2.42, -0.31, -1.14], [0.31, -1.43, -0.36], [-2.60, 1.82, 1.71]]}